[1]
The following is a quantum chemistry calculation of one molecule with the formula C4H12N2S, from OMol25.

XYZ file:
```
19
Properties=species:S:1:pos:R:3:nbo_charge:R:1
S 3.6213 0.1992 -0.8426 -0.050
N 1.0290 1.3289 0.8289 -0.840
N -1.6256 0.5020 0.1768 -0.624
C 2.0048 -0.6118 -0.4685 -0.507
C 0.7684 0.3609 -0.3077 -0.070
C -2.8399 -0.2960 0.3679 -0.408
C -0.5168 -0.3910 -0.1564 -0.246
H -1.7769 1.1947 -0.5432 0.356
H -3.1586 -0.8382 -0.5502 0.161
H -0.7958 -0.9813 -1.0690 0.179
H -2.5812 -1.0650 1.0845 0.192
H 1.8496 -1.4153 -1.1941 0.213
H 0.7444 1.0362 -1.1788 0.177
H 4.1716 -0.6421 0.0468 0.128
H 2.1112 -0.9452 0.5618 0.219
H 0.1827 1.1286 1.3618 0.366
H 0.9456 2.3005 0.5639 0.361
H -0.4657 -1.1577 0.6248 0.192
H -3.6682 0.2927 0.6933 0.203
```

Results
2S+1: 1
Frontier orbital gap, eV: 9.78
HOMO energy, eV: -8.8
Lowest unoccupied orbital energy, Eh: 0.0348
Net charge: 0
DFT total energy, eV: -18157.1720

=====

[2]
The following is a quantum chemistry calculation of one molecule with the formula C4H12N2S, from OMol25.

XYZ file:
```
19
Properties=species:S:1:pos:R:3:nbo_charge:R:1
S 2.3027 1.5662 -0.7214 -0.065
N -1.5917 0.5131 -0.0069 -0.624
N 1.3381 -1.5658 -1.1675 -0.847
C 0.6885 1.3794 0.0683 -0.533
C -0.2476 0.2849 -0.5569 -0.050
C 0.2745 -1.1239 -0.2652 -0.242
C -1.7401 0.4844 1.4477 -0.423
H 2.2429 0.5914 -1.6353 0.144
H -2.2879 -0.4095 1.7185 0.189
H -2.2288 1.3766 1.8043 0.196
H 0.4523 -1.2559 0.8003 0.177
H 0.0782 2.2688 0.1085 0.230
H 0.9330 1.0536 1.0722 0.200
H -0.5652 -1.7955 -0.5039 0.181
H 2.2525 -1.4727 -0.7422 0.361
H 1.2423 -2.5481 -1.3823 0.363
H -2.1527 -0.2495 -0.3602 0.351
H -0.7704 0.3907 1.9372 0.183
H -0.2207 0.5116 -1.6151 0.209
```

Results
2S+1: 1
Frontier orbital gap, eV: 9.73
HOMO energy, eV: -8.8
Lowest unoccupied orbital energy, Eh: 0.0329
Net charge: 0
DFT total energy, eV: -18157.2386

=====

[3]
The following is a quantum chemistry calculation of one molecule with the formula C4H12N2S, from OMol25.

XYZ file:
```
19
Properties=species:S:1:pos:R:3:nbo_charge:R:1
S 2.8476 1.3276 -0.1840 -0.056
N -1.4929 -1.5211 -0.8135 -0.826
N -0.7584 0.8683 1.6984 -0.862
C 0.7790 -0.2927 -0.8583 -0.455
C 1.1390 1.1378 -0.8528 -0.526
C -0.6445 -0.4494 -0.3814 -0.037
C -0.5796 -0.5753 1.2001 -0.236
H 1.1635 1.6221 -1.8104 0.222
H -0.4655 0.9889 2.6214 0.354
H 3.3067 1.4618 -1.4052 0.112
H 0.3122 1.6910 -0.1261 0.263
H -2.3767 -1.3068 -0.8263 0.348
H 0.2797 -1.1699 1.5341 0.194
H -1.2314 0.4007 -0.5866 0.187
H 0.7241 -0.7180 -1.8954 0.219
H 1.3877 -1.0627 -0.3260 0.219
H -1.4178 -2.3851 -0.3828 0.347
H -1.2640 -1.2400 1.6314 0.171
H -1.7086 1.2229 1.7634 0.360
```

Results
2S+1: 1
Frontier orbital gap, eV: 9.63
HOMO energy, eV: -8.7
Lowest unoccupied orbital energy, Eh: 0.0357
Net charge: 0
DFT total energy, eV: -18155.8242

=====

[4]
The following is a quantum chemistry calculation of one molecule with the formula C4H12N2S, from OMol25.

XYZ file:
```
19
Properties=species:S:1:pos:R:3:nbo_charge:R:1
S -1.2447 -0.8123 -1.8443 -0.068
N -0.3781 2.2133 1.5147 -0.852
N 0.8170 -0.2911 2.2356 -0.828
C 0.9758 -0.9815 -0.0765 -0.418
C 0.2527 1.3810 0.5033 -0.238
C 0.5595 -0.8410 -1.5383 -0.504
C 0.2459 -0.1015 0.9196 -0.064
H 0.3688 0.3537 2.8763 0.376
H -1.4046 -2.0866 -2.2241 0.126
H -0.1121 1.5760 -0.5152 0.172
H 1.0053 -1.6055 -2.1713 0.229
H 2.0608 -0.8471 0.0041 0.203
H 0.7983 -2.0081 0.2507 0.219
H 1.3072 1.6751 0.4391 0.175
H 0.8733 0.1343 -1.9212 0.211
H -0.8113 -0.4014 0.9729 0.196
H -1.3632 2.3630 1.3408 0.361
H 1.8041 -0.0473 2.2478 0.341
H 0.0724 3.1187 1.5468 0.362
```

Results
2S+1: 1
Frontier orbital gap, eV: 9.83
HOMO energy, eV: -9.0
Lowest unoccupied orbital energy, Eh: 0.0319
Net charge: 0
DFT total energy, eV: -18158.0138

=====

[5]
The following is a quantum chemistry calculation of a 2-piece molecular cluster, C4H12N2S overall, from OMol25.

XYZ file:
```
19
Properties=species:S:1:pos:R:3:nbo_charge:R:1
S -1.6177 -1.7100 0.0854 0.063
N -1.6169 0.5309 -1.3733 -0.736
N 3.1017 -0.6674 0.0669 -0.699
C 1.5855 -0.7311 0.1134 -0.099
C -1.4186 0.9761 1.0884 -0.680
C -1.1587 0.0422 -0.0472 0.081
C 0.9291 0.3156 -0.3280 -0.179
H 3.1707 0.2886 0.3614 0.457
H 1.1467 1.3027 -0.5411 0.226
H -2.6042 0.6927 -1.3898 0.448
H -2.4531 0.8457 1.3262 0.258
H -0.9970 0.6837 1.9686 0.268
H -1.3627 1.3351 -1.8953 0.459
H -1.7254 -0.0592 -2.1865 0.462
H -2.0734 -1.9586 1.4050 0.230
H 3.3921 -0.8092 -0.8993 0.465
H -1.0126 1.8749 0.9090 0.241
H 1.1750 -1.5978 0.6071 0.261
H 3.5397 -1.3550 0.7292 0.476
```

Results
2S+1: 1
Frontier orbital gap, eV: 9.95
HOMO energy, eV: -17.4
Lowest unoccupied orbital energy, Eh: -0.2727
Net charge: +2
DFT total energy, eV: -18137.0531

=====

[6]
The following is a quantum chemistry calculation of one molecule with the formula C4H12N2S2, from OMol25.

XYZ file:
```
20
Properties=species:S:1:pos:R:3:nbo_charge:R:1
S 1.8739 0.2801 -0.3504 0.067
S 0.8139 -1.1696 -1.2054 0.032
N -0.7524 1.5880 2.3777 -0.835
N -3.2799 -0.7893 -0.6528 -0.842
C 0.3868 1.8734 1.5040 -0.255
C 1.4857 0.7793 1.4028 -0.538
C -1.8178 -0.7754 -0.2843 -0.263
C -1.0240 -1.0601 -1.5427 -0.494
H 2.4207 1.2767 1.6349 0.231
H -1.5992 1.2453 1.9459 0.350
H 0.1840 2.3107 0.5091 0.214
H -3.8091 0.0078 -0.3283 0.357
H -1.6268 -1.6656 0.3504 0.202
H -1.7559 0.2640 0.0152 0.203
H 1.3502 -0.1162 2.0169 0.223
H 0.7859 2.7831 2.0059 0.192
H -1.0489 -2.0604 -1.9794 0.230
H -3.6567 -1.5683 -0.1283 0.352
H -0.5772 0.8025 2.9959 0.353
H -1.2408 -0.3611 -2.3470 0.219
```

Results
2S+1: 1
Frontier orbital gap, eV: 9.01
HOMO energy, eV: -8.3
Lowest unoccupied orbital energy, Eh: 0.0272
Net charge: 0
DFT total energy, eV: -28991.7756

=====

[7]
The following is a quantum chemistry calculation of a 2-piece molecular cluster, C4H12N2Si overall, from OMol25.

XYZ file:
```
19
Properties=species:S:1:pos:R:3:nbo_charge:R:1
Si 0.8527 -0.0583 0.0656 1.288
N -2.3657 -0.3777 -0.1351 -0.420
N -3.6291 -0.3657 -0.0283 -0.130
C 1.5382 1.6973 0.2149 -1.120
C 1.3165 -1.3268 1.4279 -1.111
C 0.8984 -0.4647 -1.8003 -1.124
C -4.5575 0.4449 0.2032 -0.180
H 1.4461 2.2533 -0.5974 0.226
H 2.5903 1.7556 0.3444 0.226
H 0.7159 0.5506 -2.3174 0.248
H -5.5309 0.2052 0.1622 0.186
H 1.1009 2.3164 1.0853 0.239
H 0.0540 -1.1450 -2.0182 0.247
H 1.1516 -0.9468 2.3716 0.237
H 0.6695 -2.2830 1.1111 0.242
H 2.4352 -1.4483 1.4406 0.232
H -4.2117 1.5287 0.5268 0.153
H 1.9311 -0.8303 -2.0219 0.232
H -2.0798 -1.2284 0.2490 0.329
```

Results
2S+1: 1
Frontier orbital gap (alpha / beta), eV: 8.70 / 5.81
HOMO energy (alpha / beta), eV: -8.1 / -6.1
Lowest unoccupied orbital energy (alpha / beta), Eh: 0.0204 / -0.0093
Net charge: 0
DFT total energy, eV: -15195.0755

=====

[8]
The following is a quantum chemistry calculation of one molecule with the formula C4H12N2Si2, from OMol25.

XYZ file:
```
20
Properties=species:S:1:pos:R:3:nbo_charge:R:1
Si 0.7535 -1.0972 0.5777 1.693
Si 0.2686 -2.2034 -1.7381 1.577
N 0.9316 -0.7898 -1.1381 -1.290
N -0.0437 -2.5128 -0.0873 -1.503
C 1.5592 0.4333 -1.7797 -0.398
C -0.6499 1.2749 1.4642 -0.131
C -0.7064 -0.0052 1.0790 -0.675
C -1.7142 2.2942 1.6134 -0.655
H 2.5112 0.2536 -2.3045 0.187
H -1.0588 -1.9142 -2.4264 -0.236
H -1.7360 -0.2343 0.6505 0.233
H -1.9994 2.4104 2.6791 0.228
H 1.0998 -2.9537 -2.5536 -0.236
H -2.6673 2.0922 1.0344 0.213
H 0.1972 -3.4186 0.4268 0.404
H 1.7357 1.0650 -0.8880 0.186
H 1.9842 -1.4756 1.4951 -0.173
H -1.2265 3.1187 1.2350 0.217
H 0.8565 0.8260 -2.4961 0.192
H 0.3742 1.7133 1.6195 0.170
```

Results
2S+1: 1
Frontier orbital gap, eV: 9.39
HOMO energy, eV: -8.7
Lowest unoccupied orbital energy, Eh: 0.0259
Net charge: 0
DFT total energy, eV: -23077.9913

=====

[9]
The following is a quantum chemistry calculation of an isolated ion of composition C4H12N3 and charge +1, from OMol25.

XYZ file:
```
19
Properties=species:S:1:pos:R:3:nbo_charge:R:1
N -0.0560 -0.8994 1.1678 -0.488
N -0.1270 0.3640 0.3345 -0.260
N -0.3270 -1.4952 -1.1982 -0.744
C -0.1691 -0.0649 -1.2357 0.073
C -1.4197 0.5998 -1.7369 -0.654
C 1.2472 1.0853 2.1606 -0.646
C 1.0225 0.0412 1.0995 0.072
H -1.5080 1.7225 -1.7320 0.278
H 1.9940 -0.2113 0.5966 0.202
H -1.2874 -1.7322 -1.5571 0.461
H 0.5401 -1.8918 -1.5854 0.453
H -0.6466 -0.7178 1.9032 0.392
H 1.0488 0.7028 3.1780 0.236
H 2.3070 1.3750 2.1278 0.240
H 0.7758 0.3215 -1.6705 0.229
H -0.2235 -1.6391 -0.1480 0.447
H -2.0417 0.1986 -0.9183 0.221
H 0.5782 1.9000 1.9834 0.245
H -1.7074 0.3411 -2.7694 0.244
```

Results
2S+1: 1
Frontier orbital gap, eV: 11.54
HOMO energy, eV: -14.7
Lowest unoccupied orbital energy, Eh: -0.1166
Net charge: +1
DFT total energy, eV: -8803.6483

=====

[10]
The following is a quantum chemistry calculation of an isolated ion of composition C4H12N3 and charge +1, from OMol25.

XYZ file:
```
19
Properties=species:S:1:pos:R:3:nbo_charge:R:1
N -0.9057 -1.2500 -1.4422 -0.709
N 0.0439 1.1670 -0.9342 -0.868
N -0.2184 2.3037 1.7661 -0.817
C 0.3706 1.0799 1.4817 -0.012
C 0.5695 0.5602 0.2666 0.040
C -0.1699 -1.7567 -0.2047 -0.208
C 1.0193 -0.8467 0.0247 -0.455
H 1.6403 -1.2564 0.8080 0.264
H -0.2238 2.1338 -0.8084 0.407
H -0.8580 -1.6984 0.6339 0.228
H 0.1104 -2.7952 -0.3622 0.228
H 0.7830 1.1600 -1.6446 0.384
H -1.8649 -1.5935 -1.4697 0.434
H 1.6702 -0.8531 -0.8643 0.211
H -1.1252 2.4833 1.3646 0.379
H 0.7358 0.4871 2.3041 0.204
H -0.2655 2.5035 2.7555 0.396
H -0.4519 -1.6220 -2.2715 0.428
H -0.8598 -0.2066 -1.4035 0.465
```

Results
2S+1: 1
Frontier orbital gap, eV: 8.56
HOMO energy, eV: -11.7
Lowest unoccupied orbital energy, Eh: -0.1153
Net charge: +1
DFT total energy, eV: -8806.5571

=====

Table of molar mass (g mol⁻¹), in record order: 120.2 120.2 120.2 120.2 120.2 152.3 116.2 144.3 102.2 102.2
Table of energy above the lowest of the compared OMol25 structures with the same formula, charge and spin (kJ/mol), in record order: 81.7 75.3 211.7 0.5 401.9 151.9 582.3 0.0 394.2 113.6